{
  "formula": "C22H21N3O6",
  "method": "wB97M-V/def2-TZVPD",
  "species": ["C", "O", "C", "C", "C", "C", "C", "C", "O", "O", "C", "C", "O", "N", "C", "O", "N", "C", "C", "C", "C", "C", "C", "C", "C", "C", "C", "O", "C", "C", "N", "H", "H", "H", "H", "H", "H", "H", "H", "H", "H", "H", "H", "H", "H", "H", "H", "H", "H", "H", "H", "H"],
  "positions_angstrom": [[3.569, 3.597, 0.701], [4.572, 2.729, 0.227], [4.282, 1.410, 0.104], [3.065, 0.830, 0.396], [2.858, -0.548, 0.232], [1.592, -1.183, 0.515], [0.469, -0.587, 0.947], [-0.784, -1.292, 1.179], [-1.812, -0.763, 1.536], [-0.720, -2.625, 0.924], [-1.927, -3.330, 1.162], [-3.117, -2.698, 0.438], [-4.228, -2.682, 0.918], [-2.797, -2.218, -0.794], [-3.497, -1.245, -1.559], [-2.935, -0.742, -2.504], [-4.747, -1.003, -1.147], [-5.482, 0.141, -1.628], [-5.517, 1.285, -0.641], [-4.580, 1.403, 0.376], [-4.630, 2.475, 1.251], [-5.612, 3.441, 1.118], [-6.549, 3.330, 0.104], [-6.502, 2.258, -0.767], [3.916, -1.328, -0.229], [5.143, -0.761, -0.527], [5.342, 0.600, -0.370], [6.498, 1.266, -0.638], [7.573, 0.567, -1.223], [8.174, -0.419, -0.341], [8.640, -1.193, 0.359], [2.702, 3.611, 0.034], [3.250, 3.326, 1.713], [4.025, 4.585, 0.721], [2.253, 1.440, 0.753], [1.565, -2.252, 0.349], [0.404, 0.473, 1.140], [-1.759, -4.347, 0.801], [-2.159, -3.349, 2.232], [-1.843, -2.336, -1.114], [-5.050, -1.441, -0.282], [-4.989, 0.471, -2.550], [-6.503, -0.169, -1.872], [-3.803, 0.663, 0.498], [-3.896, 2.550, 2.039], [-5.649, 4.276, 1.802], [-7.319, 4.079, -0.006], [-7.235, 2.172, -1.557], [3.783, -2.391, -0.357], [5.943, -1.400, -0.867], [8.323, 1.332, -1.451], [7.270, 0.070, -2.158]],
  "nbo_charge": [-0.254, -0.491, 0.344, -0.276, -0.103, -0.087, -0.331, 0.764, -0.591, -0.519, -0.169, 0.689, -0.600, -0.668, 0.795, -0.638, -0.624, -0.262, 0.055, -0.252, -0.187, -0.226, -0.203, -0.243, -0.164, -0.293, 0.260, -0.458, -0.173, 0.235, -0.280, 0.179, 0.178, 0.206, 0.219, 0.221, 0.220, 0.220, 0.222, 0.419, 0.436, 0.243, 0.204, 0.227, 0.212, 0.211, 0.211, 0.207, 0.216, 0.228, 0.246, 0.222],
  "smiles": "COc1cc(/C=C/C(=O)OCC(=O)NC(=O)NCc2ccccc2)ccc1OCC#N",
  "homo_lumo_gap_ev": 8.18,
  "e_lumo_ha": -0.016,
  "total_energy_ev": -39910.0611,
  "homo_ha": -0.316,
  "de_lowest_kcal_mol": 20.7
}